# 1
The following is a quantum chemistry calculation of C4H7NS2 in the gas phase, from OMol25.

Positions of all 14 atoms, in Å:
S: -1.3695 1.3271 1.2473
S: -1.3781 -2.7497 -1.4058
N: -0.3252 -0.1788 -1.3318
C: 0.6369 0.2050 -0.3507
C: 0.4370 -1.2572 0.2345
C: 0.2056 1.4262 0.4387
C: -0.5054 -1.4825 -0.9644
H: -0.7984 1.0325 2.7821
H: 1.3004 -1.8773 0.3249
H: 0.1361 2.2347 -0.3013
H: -0.1463 -1.1182 1.1934
H: 1.4998 0.4119 -0.9590
H: -0.6068 0.3880 -2.0925
H: 0.9138 1.6381 1.1846

Cartesian forces (eV/Å) of the 2 atoms listed first:
S 0.428 -0.815 3.995
S -0.402 -0.407 -0.626

SMILES: S=C1C[C@H](CS)N1
energy above the lowest of the compared OMol25 structures with the same formula, charge and spin: 40.52 kcal/mol
gap between HOMO and LUMO: 8.367 eV
molecular weight: 133.241 g/mol
HOMO energy: -8.339 eV
strongest force on any atom: 4.100 eV/A
lowest unoccupied orbital energy: 0.028 eV
energy: -27420.08880 eV


# 2
The following is a quantum chemistry calculation of C4H7NS2 in the gas phase, from OMol25.

Positions of all 14 atoms, in Å:
S: 0.5237 1.8026 -0.0943
S: 1.7737 -0.9763 0.0107
N: -3.2749 -0.2841 0.0562
C: 0.4517 0.0507 -0.2316
C: -0.7498 -0.6599 -0.3636
C: 3.1045 0.1511 0.1115
C: -1.9530 0.1135 0.0215
H: -0.8029 -1.6769 -0.5045
H: -3.9628 0.5188 0.1820
H: 3.1893 0.5829 -0.7993
H: -3.6839 -1.1971 0.3986
H: 4.0101 -0.5002 0.0267
H: -1.8791 1.2399 0.3062
H: 3.2534 0.8349 0.8800

Cartesian forces (eV/Å) of the 2 atoms listed first:
S 0.469 -2.227 -0.396
S 0.204 -0.478 0.369

SMILES: CSC(=S)/C=C/N
energy above the lowest of the compared OMol25 structures with the same formula, charge and spin: 41.83 kcal/mol
gap between HOMO and LUMO: 7.618 eV
molecular weight: 133.241 g/mol
HOMO energy: -7.820 eV
strongest force on any atom: 6.990 eV/A
lowest unoccupied orbital energy: -0.202 eV
energy: -27420.03179 eV


# 3
The following is a quantum chemistry calculation of an isolated ion of composition C4H7O2 and charge -1, from OMol25.

Positions of all 13 atoms, in Å:
O: 1.6843 -1.7424 0.9789
O: 0.2603 1.6546 -1.1392
C: 0.5280 -1.4026 0.8935
C: -0.0554 -0.6625 -0.1939
C: -0.8583 1.6561 -0.4177
C: -1.2853 0.1749 -0.0549
H: -0.6185 2.0423 0.6918
H: -0.1093 -1.4544 1.8230
H: 0.0386 -1.0203 -1.2550
H: -1.8924 0.2092 0.8843
H: 0.7103 0.2980 -0.5827
H: -1.9856 -0.1677 -0.8248
H: -1.6732 2.1997 -0.8163

Cartesian forces (eV/Å) of the 2 atoms listed first:
O 0.921 -1.205 0.024
O 0.717 0.140 -0.920

SMILES: O=CCCC[O-]
energy above the lowest of the compared OMol25 structures with the same formula, charge and spin: 74.76 kcal/mol
gap between HOMO and LUMO: 7.480 eV
charge: -1
molecular weight: 87.098 g/mol
HOMO energy: -3.147 eV
strongest force on any atom: 3.937 eV/A
lowest unoccupied orbital energy: 4.334 eV
energy: -8354.83450 eV